11
Properties=species:S:1:pos:R:3:forces:R:3 method="wB97M-V/def2-TZVPD" lumo_energy_ev=0.65 homo_lumo_gap_ev=9.523 homo_ev=-8.87 smiles="C1=CCON=C1"
C 0.505604 1.324293 -0.063086 -0.1660 0.8861 1.1000
C -0.831300 1.097694 -0.029217 2.8070 0.9928 -0.4220
C -1.334553 -0.261982 0.036960 -3.7288 0.2255 -0.2777
O -0.402218 -1.284897 -0.061919 0.8420 -0.4019 0.1131
N 0.987411 -1.038430 0.057836 -0.4744 -2.1242 -0.2018
C 1.421671 0.126250 -0.002408 -1.4133 2.5769 -0.2217
H 0.934759 2.368447 0.171328 -0.7030 -1.8234 -0.8785
H -1.530324 1.909791 0.036853 -0.2384 0.1941 0.0430
H -2.206902 -0.428749 -0.750299 1.9070 0.1026 1.1136
H -1.948904 -0.255843 0.999008 0.8313 -0.6181 -0.5682
H 2.488715 0.237015 -0.019878 0.3367 -0.0105 0.2001


11
Properties=species:S:1:pos:R:3:forces:R:3 method="wB97M-V/def2-TZVPD" lumo_energy_ev="-1.70 / -1.00" homo_lumo_gap_ev="7.427 / 8.324" homo_ev="-9.13 / -9.32"
C 3.771680 -0.467599 0.365411 2.2298 0.9111 -1.2220
C 0.448268 -1.284096 -0.126119 -2.7316 -1.8595 0.3724
C 0.897733 -0.004703 -0.118939 0.6361 3.2872 0.2176
C -0.291053 1.036154 0.059350 1.8540 1.0830 -2.3943
N 2.081958 0.577700 -0.130648 -2.0266 -0.9210 -0.1150
O 4.672062 0.057458 -0.134485 -1.7319 -1.2719 1.2139
H 0.952232 -2.224787 -0.007972 0.6067 0.0699 -0.1768
H -0.696125 -1.328573 -0.068120 1.9529 -0.4586 -0.2173
H -1.240210 0.514668 0.161926 0.1082 0.3789 0.2102
H 0.060099 1.630750 0.889186 -0.6827 0.2243 0.4633
H -0.292996 1.762687 -0.860576 -0.2150 -1.4435 1.6480


11
Properties=species:S:1:pos:R:3:forces:R:3 method="wB97M-V/def2-TZVPD" lumo_energy_ev=0.69 homo_lumo_gap_ev=10.113 homo_ev=-9.42 smiles=Cc1ccno1
C -1.677749 -0.091651 0.118900 -0.2229 0.6292 -0.0851
C -0.245820 0.393829 0.405610 -0.0333 -1.2307 -0.5366
C 0.827776 0.936459 -0.290495 -0.4021 -0.4498 -0.0300
C 1.768078 -0.133601 -0.254204 0.3846 -0.0950 0.2688
N 1.381151 -1.122496 0.500907 1.1789 0.2391 0.2413
O 0.199982 -0.734276 1.011079 0.2715 -0.6194 0.1932
H -2.357146 -0.045086 0.970183 -0.0340 0.3974 -0.1587
H -2.060517 0.365170 -0.781502 -0.4261 0.4198 0.0679
H -1.563502 -1.175427 -0.096491 -0.0613 0.8031 -0.0296
H 1.051645 1.892308 -0.766939 -0.8062 -0.4934 -0.0509
H 2.676107 -0.285234 -0.817051 0.1509 0.3997 0.1197


11
Properties=species:S:1:pos:R:3:forces:R:3 method="wB97M-V/def2-TZVPD" lumo_energy_ev=0.83 homo_lumo_gap_ev=11.906 homo_ev=-11.07 smiles=N#CC[C@H]1CO1
N 3.023109 0.446579 0.333590 -0.9666 -0.4116 -0.1867
C 2.001940 -0.048217 0.113431 0.8279 0.4437 0.2493
C 0.721008 -0.697067 -0.171579 0.0030 -0.0574 0.0138
C -0.494716 -0.080416 0.499950 0.2206 -0.0387 0.2094
C -1.382225 0.803104 -0.242559 0.2048 0.3985 -0.0092
O -1.669492 -0.583091 -0.111309 -0.1486 -0.0722 -0.0143
H 0.776540 -1.739866 0.160019 0.0916 0.1080 -0.0432
H 0.563660 -0.725446 -1.257471 0.0020 0.1029 0.2324
H -0.469187 0.016027 1.583402 -0.0944 -0.3766 -0.0542
H -2.115465 1.432094 0.260118 0.3731 0.0645 -0.0239
H -0.955177 1.176299 -1.167587 -0.5135 -0.1611 -0.3735


11
Properties=species:S:1:pos:R:3:forces:R:3 method="wB97M-V/def2-TZVPD" lumo_energy_ev=-0.39 homo_lumo_gap_ev=8.327 homo_ev=-8.72
C -0.648770 -0.614797 1.329785 1.2551 3.7330 -0.3975
C -0.381912 -1.279493 0.032671 0.1820 0.5780 -0.2568
C 0.663867 2.353427 0.182822 -1.5293 -3.6505 1.5363
C -0.597067 -2.460575 -0.523418 0.1188 0.4353 0.2106
N -0.044727 0.551294 0.648528 -0.4189 -0.9802 0.2727
O 0.194058 -0.159754 -0.567406 0.4491 -0.1867 -1.3158
H 0.428528 2.298584 -0.862068 -0.1019 -0.0332 -0.2562
H 1.691488 2.207185 0.459883 0.1855 0.0311 0.0571
H -0.303779 -2.658202 -1.540032 0.0556 0.0025 -0.1769
H -1.070877 -3.238965 0.042230 -0.1028 -0.1388 0.2019
H 0.069190 3.001296 0.797006 -0.0932 0.2093 0.1246


11
Properties=species:S:1:pos:R:3:forces:R:3 method="wB97M-V/def2-TZVPD" lumo_energy_ev=0.82 homo_lumo_gap_ev=11.964 homo_ev=-11.14 smiles=C[C@@]1(C#N)CO1
C -1.288486 -0.211099 -0.065726 -0.9571 -2.5999 0.7389
C 0.111872 0.207333 -0.106004 1.4233 -1.0618 -1.4954
C 0.361455 1.600917 -0.344336 0.6123 1.3768 -0.2771
N 0.537415 2.731132 -0.510164 -0.2021 -0.9823 0.1555
C 1.188625 -0.648546 0.410271 0.1211 -0.1726 0.3786
O 0.946538 -0.754626 -0.972383 -0.7250 1.5510 0.7984
H -1.928956 0.118000 -0.879442 0.2935 0.1974 -0.1335
H -1.197442 -1.347351 -0.111685 -0.5706 1.3528 -0.0015
H -1.778914 0.017715 0.884869 0.1048 0.1938 -0.0890
H 2.134887 -0.190657 0.691934 -0.0773 -0.0015 -0.0312
H 0.913003 -1.522814 1.002661 -0.0230 0.1462 -0.0436